No. 1
{
  "formula": "C5H5NO",
  "method": "ωB97M-V/def2-TZVPD",
  "smiles": "N#C/C=C\\CC=O",
  "e_above_lowest_kj_mol": 121.8,
  "gap_ev": 10.703,
  "symbols": ["H", "C", "C", "C", "C", "H", "N", "H", "O", "H", "C", "H"],
  "positions_angstrom": [[-0.083, -1.423, -2.145], [-0.185, -1.166, -1.095], [0.475, 0.348, 0.816], [0.643, -0.289, -0.527], [-1.235, -1.830, -0.375], [0.401, 2.550, 1.297], [-2.040, -2.423, 0.211], [-0.327, -0.130, 1.396], [-0.552, 2.130, -0.422], [1.384, 0.318, 1.428], [0.073, 1.798, 0.555], [1.447, 0.115, -1.138]]
}

=====

No. 2
{
  "formula": "C4H5NO",
  "method": "ωB97M-V/def2-TZVPD",
  "e_above_lowest_kj_mol": 472.5,
  "gap_ev": 8.628,
  "symbols": ["C", "H", "C", "H", "H", "H", "C", "C", "N", "H", "O"],
  "positions_angstrom": [[-1.939, 0.323, 0.138], [-2.968, 0.540, 0.405], [0.198, -0.434, 0.157], [1.672, 1.165, 0.347], [2.081, -0.359, 1.156], [2.181, -0.253, -0.606], [1.612, 0.078, 0.266], [-0.908, -0.116, 0.935], [-1.632, 0.423, -1.202], [0.159, -1.496, -0.120], [-0.457, 0.128, -1.477]]
}

=====

No. 3
{
  "formula": "C13H15IN3O5PdSi",
  "method": "ωB97M-V/def2-TZVPD",
  "s2": 2.00,
  "spin_multiplicity": 3,
  "charge": -1,
  "gap_ev": [6.233, 8.060],
  "symbols": ["N", "C", "H", "H", "H", "C", "C", "Pd", "H", "C", "C", "O", "H", "C", "N", "H", "C", "I", "H", "Si", "C", "N", "O", "C", "C", "O", "H", "H", "C", "C", "O", "H", "H", "H", "H", "H", "H", "C", "O"],
  "positions_angstrom": [[-0.938, -1.754, -0.046], [-2.814, -3.754, 0.032], [-2.395, 1.547, 2.247], [-2.776, -3.609, -2.121], [-3.408, 0.949, 0.944], [-1.305, -2.259, 1.127], [-0.529, -1.729, 2.356], [0.074, 0.172, -0.131], [-1.293, 4.560, 0.530], [-2.257, -3.261, 1.209], [-2.783, 1.781, 1.259], [-0.064, -0.634, -2.308], [-2.750, 1.581, -2.061], [-2.164, 2.434, -1.730], [2.356, 0.823, -0.062], [-3.409, 2.665, 1.342], [4.541, 0.526, -0.266], [6.550, 0.851, -0.753], [-0.089, 3.729, 1.504], [-1.320, 2.067, -0.008], [-0.534, 3.784, 0.515], [2.707, -0.310, 0.551], [-0.858, -2.137, 3.463], [3.451, 1.345, -0.577], [-0.852, -1.601, -2.479], [-3.744, -4.749, 0.035], [-2.542, -3.638, 2.182], [1.972, -0.808, 1.089], [-1.451, -2.213, -1.186], [4.026, -0.525, 0.464], [-1.155, -2.123, -3.547], [-3.909, -5.033, 0.942], [3.435, 2.258, -1.138], [-1.408, 2.620, -2.488], [4.511, -1.383, 0.883], [-2.818, 3.301, -1.679], [0.240, 4.085, -0.184], [-2.388, -3.232, -1.189], [0.426, -0.950, 2.080]]
}

=====

No. 4
{
  "formula": "C6H11NO2",
  "method": "ωB97M-V/def2-TZVPD",
  "smiles": "CC(=O)O/C(C)=C(\\C)N",
  "e_above_lowest_kj_mol": 139.4,
  "gap_ev": 8.562,
  "symbols": ["H", "C", "C", "N", "H", "C", "H", "O", "H", "C", "C", "H", "C", "O", "H", "H", "H", "H", "H", "H"],
  "positions_angstrom": [[-2.295, 2.105, -0.417], [0.352, -0.669, -0.292], [-2.607, 1.122, -0.736], [2.334, -0.462, 1.033], [-3.615, 0.949, -0.400], [1.266, 0.098, 0.363], [2.685, 0.069, 1.828], [-0.612, -0.073, -1.112], [0.290, -2.632, 0.588], [-1.675, 0.080, -0.167], [0.421, -2.169, -0.403], [0.984, 1.950, -0.662], [1.200, 1.595, 0.343], [-1.955, -0.551, 0.821], [2.304, -1.460, 1.182], [2.143, 2.024, 0.683], [-0.402, -2.525, -1.030], [-2.597, 1.098, -1.807], [1.355, -2.488, -0.824], [0.423, 1.941, 1.009]]
}

=====

No. 5
{
  "formula": "CH3IOS",
  "method": "ωB97M-V/def2-TZVPD",
  "e_above_lowest_kj_mol": 57.8,
  "gap_ev": 8.630,
  "symbols": ["C", "S", "H", "H", "H", "O", "I"],
  "positions_angstrom": [[-0.138, 0.160, 0.000], [-0.481, 1.432, 1.373], [0.752, 0.661, -0.566], [0.297, -0.820, 0.188], [-1.204, 0.223, -0.328], [-1.772, 0.865, 2.077], [1.290, 1.060, 3.009]]
}

=====

No. 6
{
  "formula": "C22H22N5OSTb",
  "method": "ωB97M-V/def2-TZVPD",
  "s2": 12.68,
  "spin_multiplicity": 7,
  "charge": -2,
  "gap_ev": [3.586, 3.632],
  "symbols": ["H", "C", "C", "C", "H", "O", "C", "H", "C", "H", "C", "N", "Tb", "H", "H", "C", "H", "C", "H", "C", "H", "C", "C", "C", "N", "H", "H", "H", "C", "C", "H", "H", "H", "N", "S", "C", "H", "C", "N", "H", "H", "N", "H", "C", "H", "C", "C", "C", "H", "C", "H", "C"],
  "positions_angstrom": [[3.880, 1.579, 4.774], [0.960, 0.109, 1.173], [-2.397, -2.265, 3.349], [2.174, 0.994, 3.607], [-3.048, 2.571, -1.618], [-0.850, 2.715, 0.529], [-2.947, 2.848, -0.549], [-2.872, 2.505, -3.711], [-1.064, -1.940, 3.360], [3.698, 1.817, 2.312], [2.793, -2.100, -4.790], [-0.902, 0.204, -2.460], [-1.793, -0.310, 0.045], [3.881, -2.181, -4.691], [-3.876, 2.571, -0.009], [2.169, 0.827, 1.184], [2.593, -1.413, -5.617], [-1.067, 1.329, -3.263], [-0.198, -2.419, 3.791], [2.171, -1.440, -1.097], [-2.795, 3.946, -0.470], [2.792, 1.495, 4.875], [-1.793, 2.109, 0.045], [2.769, -1.872, -2.287], [-2.134, -0.310, -2.117], [2.389, -3.086, -5.042], [2.655, -1.677, -0.151], [2.595, 0.807, 5.703], [0.331, -0.518, -2.342], [-3.000, 0.622, -2.508], [3.701, -2.425, -2.228], [-4.043, 0.491, -2.256], [-4.042, -1.113, 2.350], [-0.901, -0.819, 2.552], [-1.793, -2.989, 0.045], [-2.401, 1.650, -3.250], [-2.866, -3.117, 3.815], [0.950, 0.317, 3.630], [-2.134, -0.310, 2.206], [0.452, 0.140, 4.579], [0.451, -0.749, -4.490], [0.360, -0.310, 0.045], [2.386, 2.480, 5.127], [0.960, -0.724, -1.084], [2.652, 1.064, 0.237], [0.949, -0.927, -3.542], [-2.998, -1.241, 2.602], [0.331, -0.095, 2.431], [-0.202, 1.810, -3.692], [2.175, -1.602, -3.521], [-3.865, -0.310, 0.045], [2.767, 1.262, 2.373]]
}

=====

No. 7
{
  "formula": "C32H48LiN6O5P",
  "method": "ωB97M-V/def2-TZVPD",
  "e_above_lowest_kj_mol": 38.4,
  "gap_ev": 7.844,
  "symbols": ["Li", "H", "C", "H", "C", "C", "H", "H", "C", "O", "H", "C", "C", "H", "H", "H", "H", "H", "C", "O", "H", "C", "C", "H", "C", "H", "C", "H", "H", "O", "H", "H", "H", "N", "H", "H", "H", "H", "H", "C", "H", "H", "H", "C", "H", "C", "C", "H", "N", "C", "O", "H", "H", "C", "N", "H", "H", "H", "C", "H", "H", "C", "H", "H", "H", "C", "N", "H", "H", "H", "C", "C", "C", "H", "C", "C", "H", "H", "H", "H", "H", "C", "N", "N", "C", "O", "H", "P", "C", "C", "C", "C", "C"],
  "positions_angstrom": [[0.664, -0.636, -0.216], [2.090, -0.783, 5.343], [-0.002, 3.721, 2.470], [-1.393, -0.968, -4.935], [1.923, -2.907, -1.763], [2.465, -3.480, -2.900], [1.809, 5.540, 0.012], [-0.672, 3.136, 4.455], [1.404, 3.380, -0.066], [4.627, 0.453, -1.149], [0.954, 0.767, 2.941], [-5.888, 0.721, 3.604], [-3.420, 0.813, -5.073], [2.459, 4.632, 1.380], [-0.976, 5.650, 2.657], [-0.978, 6.344, 0.562], [2.553, 0.534, 3.679], [-3.097, 3.182, 0.701], [0.022, 5.221, 2.767], [0.530, -1.599, 1.411], [-4.009, -0.067, -5.331], [-4.920, -0.072, 1.389], [2.535, -3.646, -5.411], [-1.507, 3.850, -1.119], [-2.534, 0.510, -3.892], [-1.897, 1.338, -0.677], [2.258, 4.590, 0.308], [0.421, -3.644, 3.939], [-3.363, 0.272, 4.358], [3.002, -4.969, -5.198], [-7.571, 1.859, 3.532], [1.420, -4.062, 2.547], [0.469, -1.915, -5.119], [-6.830, 1.473, 2.974], [1.006, -2.158, 5.259], [0.994, 3.316, 2.690], [-0.076, 5.870, -0.875], [-3.910, -0.773, -0.375], [1.931, 2.485, 0.278], [-2.800, 4.221, 0.530], [0.696, 2.335, -1.842], [2.269, 0.091, 1.975], [-4.119, 1.615, -4.815], [1.940, -3.122, -4.134], [-1.472, -0.498, 2.910], [0.888, -2.220, -4.168], [3.506, 0.302, -0.740], [-1.787, 6.260, -0.998], [2.399, 0.157, -0.328], [-4.761, 0.234, 2.735], [-5.940, 0.454, 4.787], [3.225, 4.513, -0.196], [-3.451, 1.915, -2.540], [1.834, 0.121, 2.975], [-0.847, -0.052, -1.744], [1.783, -3.612, -6.205], [2.697, -2.331, 4.752], [2.323, -3.129, -0.780], [-2.471, -0.375, 2.503], [-1.986, 3.495, 3.336], [-2.810, 4.731, 1.496], [-1.524, -0.439, -4.000], [-6.686, 1.822, 2.045], [2.268, 3.101, -2.023], [-2.091, 1.863, -6.043], [-3.511, 0.062, 3.307], [1.471, -1.228, 3.415], [3.285, -4.180, -2.833], [0.805, 4.096, -2.044], [-1.110, 1.980, 3.185], [-1.034, 5.778, -0.367], [-3.817, -0.521, 0.677], [0.848, -2.022, 2.523], [3.361, -2.988, -5.702], [1.277, 3.223, -1.581], [-0.701, -0.692, -2.914], [-3.559, 4.698, -0.096], [0.330, 5.391, 3.802], [3.495, -5.249, -5.974], [0.700, 5.773, 2.119], [-0.305, -3.777, 2.319], [-1.822, 0.845, -1.639], [0.915, -2.042, -1.797], [-2.606, -0.658, 1.210], [0.405, -1.698, -2.974], [-2.678, 1.126, -6.243], [-5.884, 0.006, 0.902], [-0.256, 3.137, 0.716], [1.834, -1.661, 4.756], [-2.682, 1.164, -2.681], [-0.996, 3.037, 3.414], [-1.420, 4.319, -0.129], [0.571, -3.460, 2.878]]
}

=====

No. 8
{
  "formula": "C30H49BBeBrClCsF2LiN2O16P2S",
  "method": "ωB97M-V/def2-TZVPD",
  "gap_ev": 1.430,
  "symbols": ["C", "H", "H", "O", "Li", "C", "Cs", "H", "H", "H", "H", "N", "C", "H", "H", "C", "H", "O", "O", "C", "H", "H", "H", "H", "H", "F", "O", "O", "C", "H", "H", "H", "P", "H", "H", "H", "C", "C", "H", "H", "H", "C", "O", "S", "C", "H", "C", "H", "H", "C", "H", "H", "C", "C", "H", "H", "Br", "H", "Be", "H", "O", "H", "C", "F", "C", "H", "C", "C", "C", "C", "C", "H", "H", "O", "O", "C", "H", "H", "H", "O", "H", "N", "C", "H", "C", "C", "H", "H", "H", "O", "C", "O", "C", "H", "H", "Cl", "C", "B", "P", "O", "H", "H", "H", "O", "O", "C", "C", "O"],
  "positions_angstrom": [[1.350, 5.989, -0.201], [3.602, -2.425, 7.929], [0.827, -4.539, -5.048], [-0.687, -6.645, 2.730], [-3.492, 1.480, -1.217], [-0.202, 0.711, 0.760], [3.789, 9.641, -2.584], [2.744, 0.950, 4.831], [-0.365, -1.513, 0.349], [2.178, -4.222, 4.349], [0.144, -3.768, 3.826], [-0.814, -0.717, -3.250], [-0.342, -4.441, -3.252], [1.793, 2.306, 5.500], [-3.068, -7.169, 6.622], [2.164, 1.295, 5.703], [-2.142, -0.610, -0.909], [0.086, 3.333, -7.556], [-1.713, 4.299, -8.728], [0.145, -3.835, -4.563], [3.046, -4.125, 5.892], [-2.892, -7.800, 2.433], [-3.539, -8.546, 3.926], [2.376, 6.215, 0.249], [1.850, -2.273, 8.166], [-1.842, 4.072, -6.353], [0.284, -7.650, -3.269], [-0.098, -5.584, 4.740], [0.081, 2.410, -1.473], [-2.205, -0.334, 1.278], [0.939, 3.381, 0.440], [-1.153, 0.162, 2.719], [-0.818, -7.051, 4.196], [2.387, 4.927, -1.869], [1.737, -2.622, -3.723], [-2.713, 8.481, -1.749], [-2.390, 1.835, 1.896], [-0.581, 1.169, -0.744], [-2.768, -5.426, 6.448], [-1.442, 6.532, -0.400], [1.438, 10.300, -3.172], [-1.662, 0.273, -1.464], [2.686, -1.167, 6.596], [1.753, -7.677, -3.379], [2.759, -1.730, 7.901], [-1.473, -4.472, 3.602], [-1.500, 0.491, 1.676], [-1.574, 2.210, -4.685], [0.566, 5.733, 0.613], [-0.566, 4.635, -9.318], [1.028, -1.099, 1.542], [-2.653, 1.898, 3.014], [-2.044, 0.685, -2.965], [0.724, 7.259, -1.002], [-0.712, -3.703, -5.232], [-2.835, 0.095, -3.609], [-3.969, 1.290, -4.358], [0.556, 1.460, 1.169], [4.093, 2.027, 4.459], [2.799, 8.205, -1.773], [2.188, -9.027, -3.771], [-1.081, -3.801, -2.760], [-2.766, -8.606, 3.159], [-1.982, 2.152, -7.722], [2.514, -3.545, 5.136], [0.492, -4.600, -2.561], [1.177, 3.324, -0.680], [1.393, 4.789, -1.312], [-0.072, -1.504, -3.744], [0.486, -0.764, 0.592], [-0.646, -4.349, 4.302], [1.170, -0.772, -0.329], [-1.004, -3.801, 5.176], [-2.269, -6.567, 4.822], [1.445, -1.116, 4.289], [-2.373, -6.423, 6.232], [2.180, 2.756, -0.821], [-0.820, -5.406, -3.435], [-3.346, 1.728, 1.272], [2.353, -7.328, -2.080], [2.932, -0.935, 8.628], [-0.322, 2.689, -2.892], [-1.311, 1.917, -3.605], [0.093, 3.463, -3.446], [1.628, 8.284, -1.752], [0.863, -2.499, -4.369], [3.199, -2.811, 4.711], [0.495, 5.014, -2.004], [-2.872, -9.564, 2.642], [-0.483, 5.330, -10.303], [-1.573, 8.481, -1.758], [2.184, -6.701, -4.395], [0.553, 4.033, -8.589], [-1.285, 10.325, -3.118], [2.804, 1.338, 6.586], [-1.417, 4.130, -1.495], [0.876, 9.480, -2.556], [-1.383, 3.451, -7.571], [1.243, -1.242, 5.798], [1.369, -2.956, 5.743], [-1.407, -6.530, 6.729], [1.204, -2.110, -5.332], [-1.837, 2.780, 1.551], [1.725, 4.143, -8.863], [-1.482, -8.575, 3.760], [-0.856, 7.336, -0.985], [-0.694, 9.523, -2.540], [1.046, 0.460, 5.954]]
}

=====

No. 9
{
  "formula": "C5H15N2",
  "method": "ωB97M-V/def2-TZVPD",
  "e_above_lowest_kj_mol": 489.0,
  "charge": 1,
  "gap_ev": 5.654,
  "symbols": ["H", "C", "C", "H", "H", "H", "H", "H", "H", "H", "C", "H", "H", "H", "H", "H", "H", "C", "C", "N", "H", "N"],
  "positions_angstrom": [[0.341, 1.037, -2.002], [0.067, 0.984, 0.249], [2.610, 0.161, 0.028], [3.328, -0.392, 0.679], [-3.454, 0.876, 0.859], [1.622, -2.150, 0.797], [2.488, -0.328, -0.923], [-3.096, -0.521, 1.661], [0.022, -1.708, 1.411], [-1.166, -0.457, -2.620], [1.185, 0.045, 0.696], [2.741, 1.220, -0.106], [0.085, 1.998, 0.665], [-1.767, -0.861, -0.993], [-1.107, 1.684, -1.290], [0.265, -1.639, -0.325], [-1.781, 0.396, 0.864], [-0.462, 0.913, -1.204], [0.766, -1.455, 0.637], [-1.290, -0.226, -1.636], [1.386, 0.366, 1.713], [-2.783, 0.056, 0.843]]
}

=====

No. 10
{
  "formula": "C4H8FN3O4",
  "method": "ωB97M-V/def2-TZVPD",
  "e_above_lowest_kj_mol": 98.7,
  "gap_ev": [7.858, 7.859],
  "symbols": ["H", "N", "O", "C", "N", "N", "C", "C", "C", "H", "H", "F", "H", "H", "H", "O", "O", "O", "H", "H"],
  "positions_angstrom": [[-1.392, 1.214, -0.537], [1.377, -0.059, -1.507], [1.070, 2.384, -0.178], [-1.745, 0.762, 0.349], [1.787, 1.544, 0.379], [-1.081, -0.490, 0.518], [1.799, 0.198, -0.179], [-1.432, -1.594, -0.405], [-0.080, -0.540, 1.324], [0.474, -1.452, 1.259], [-1.202, -1.285, -1.387], [2.881, -0.553, 0.152], [-0.782, -2.393, -0.088], [0.186, 0.310, 1.984], [-1.589, 1.430, 1.156], [0.343, 0.512, -1.823], [2.603, 1.905, 1.206], [2.113, -0.847, -2.079], [-2.476, -1.567, -0.322], [-2.852, 0.519, 0.178]]
}

=====

Going through the records in order, we get calculated total energy values of -8802.1572 -7761.6298 -47892.8788 -11984.8235 -22067.4802 -65933.6959 -62638.4537 -186861.9791 -8397.6083 -19646.4259 eV.